[1]
Computed, not measured: one molecule with the formula CH2N2O2S2 at a distorted geometry, with ωB97M-V/def2-TZVPD.

Computed properties:
- spin multiplicity = 1
- energy relative to the best compared isomer or geometry (same formula, charge and spin) (kcal per mole) = 42.85

Cartesian coordinates (Å):
C: -0.038 -0.472 -1.466
N: -0.479 0.172 -2.536
N: 0.013 -0.440 -0.098
O: -0.328 2.332 -0.831
O: -2.484 2.108 -2.024
S: -0.088 -1.735 -2.662
S: -1.047 2.145 -2.039
H: 0.071 0.398 0.414
H: 0.371 -1.282 0.343

---

[2]
Computed, not measured: C27H29As2InN5O4S3 as an isolated structure at a distorted geometry, with ωB97M-V/def2-TZVPD.

Computed properties:
- spin multiplicity = 1
- energy relative to the best compared isomer or geometry (same formula, charge and spin) (kcal per mole) = 15.67
- total charge = -1

Cartesian coordinates (Å):
In: -0.777 0.282 -0.020
S: -0.043 -0.650 -2.428
C: -0.848 -1.968 -1.803
N: -1.512 -1.949 -0.685
C: -2.103 -3.138 -0.393
C: -2.885 -3.425 0.723
C: -3.422 -4.689 0.859
C: -3.209 -5.675 -0.101
C: -2.436 -5.411 -1.217
C: -1.883 -4.152 -1.350
S: -0.878 -3.531 -2.635
H: -3.049 -2.647 1.451
H: -4.023 -4.920 1.726
H: -3.650 -6.655 0.022
H: -2.262 -6.159 -1.977
C: -2.030 3.498 -2.909
As: -0.620 2.823 -1.701
C: -0.121 4.551 -0.903
C: 0.879 2.856 -3.037
C: 0.686 3.044 -4.403
C: 1.745 3.033 -5.296
C: 3.032 2.831 -4.834
C: 3.237 2.622 -3.484
C: 2.180 2.617 -2.582
As: 2.475 2.170 -0.685
C: 4.034 3.423 -0.401
C: 3.593 0.573 -1.013
H: -1.708 4.411 -3.417
H: -2.885 3.710 -2.273
H: -2.310 2.736 -3.641
H: 0.109 5.282 -1.684
H: 0.740 4.418 -0.245
H: -0.974 4.875 -0.313
H: -0.314 3.195 -4.789
H: 1.564 3.177 -6.354
H: 3.869 2.821 -5.522
H: 4.248 2.454 -3.131
H: 4.809 3.306 -1.159
H: 4.471 3.213 0.578
H: 3.680 4.455 -0.408
H: 4.434 0.778 -1.674
H: 2.962 -0.193 -1.460
H: 3.963 0.201 -0.058
O: -2.761 3.309 -0.053
S: -2.528 2.105 0.718
O: -3.444 2.045 1.856
O: -2.769 0.890 -0.157
O: -1.117 2.048 1.183
C: 1.054 -0.475 0.770
C: 1.811 -1.228 1.339
C: 2.692 -2.046 2.088
C: 3.874 -2.561 1.557
C: 4.689 -3.365 2.332
C: 4.338 -3.669 3.637
C: 3.163 -3.160 4.170
C: 2.343 -2.354 3.405
H: 4.138 -2.329 0.535
H: 5.607 -3.756 1.915
H: 4.975 -4.306 4.236
H: 2.889 -3.394 5.189
H: 1.420 -1.952 3.795
N: -5.184 -0.858 4.926
C: -4.457 -0.448 3.836
N: -5.034 0.338 2.927
N: -3.241 -0.911 3.758
C: -2.389 -0.673 2.827
N: -1.501 -0.676 2.084
H: -6.187 -0.790 4.859
H: -4.828 -1.673 5.399
H: -5.924 0.751 3.156
H: -4.396 0.947 2.341

---

[3]
Computed, not measured: C10H9N3O6Re as an isolated structure at a distorted geometry, with ωB97M-V/def2-TZVPD.

Computed properties:
- spin multiplicity = 2
- energy relative to the best compared isomer or geometry (same formula, charge and spin) (kcal per mole) = 0.00
- total charge = +2

Cartesian coordinates (Å):
Re: -0.218 0.798 0.565
N: 0.371 4.327 2.525
C: -0.148 3.341 1.845
O: 0.563 2.308 1.583
C: -1.551 3.316 1.358
C: -1.573 2.357 0.165
H: 1.326 4.276 2.855
H: -0.158 5.163 2.719
H: -1.926 4.308 1.100
H: -2.171 2.953 2.185
H: -1.133 2.822 -0.720
H: -2.581 2.023 -0.075
O: 1.282 -4.592 -2.455
C: 0.957 -5.752 -2.350
O: 0.693 -6.844 -2.318
C: 0.950 -3.404 -1.628
C: 0.434 -3.567 -0.365
C: 0.157 -2.390 0.310
N: 0.379 -1.188 -0.245
C: 0.915 -1.102 -1.468
C: 1.232 -2.216 -2.231
C: 1.173 0.309 -1.999
O: 1.734 0.444 -3.044
O: 0.731 1.227 -1.178
H: 0.262 -4.526 0.107
H: -0.233 -2.411 1.319
H: 1.675 -2.096 -3.213
O: -1.931 -0.124 2.742
N: -1.213 0.241 1.912

---

[4]
Computed, not measured: one molecule with the formula C7H2F4OS at a distorted geometry, with ωB97M-V/def2-TZVPD.

Computed properties:
- spin multiplicity = 1
- E_tot (eV) = -31039.4490

Cartesian coordinates (Å):
C: 0.850 -0.339 -1.724
C: -0.310 -0.140 0.385
C: -0.598 0.416 1.669
C: 0.824 0.261 -0.258
C: -0.185 -1.178 -1.795
C: 0.339 1.354 1.954
C: -0.996 -1.220 -0.492
O: 1.747 2.664 0.141
F: -1.543 -0.059 2.423
F: -0.617 -1.837 -2.898
F: 0.633 1.901 3.159
F: -2.284 -0.912 -0.742
S: 1.751 1.361 0.812
H: 1.555 -0.045 -2.544
H: -1.167 -2.227 -0.090

---

[5]
Computed, not measured: C31H34N10O4PS3Tl as an isolated structure, with ωB97M-V/def2-TZVPD.

Computed properties:
- spin multiplicity = 1
- E_tot (eV) = -102281.6673

Cartesian coordinates (Å):
Tl: 0.311 0.171 0.178
N: 2.685 4.117 0.259
C: 2.222 2.907 -0.125
S: 2.428 1.582 0.983
N: 1.727 2.845 -1.336
N: 1.186 1.646 -1.628
C: 1.004 1.347 -2.848
C: 0.389 0.055 -3.191
C: -0.009 -0.230 -4.491
C: -0.605 -1.452 -4.752
C: -0.785 -2.353 -3.713
C: -0.354 -1.990 -2.448
N: 0.226 -0.818 -2.199
H: 3.015 4.246 1.196
H: 2.466 4.914 -0.315
H: 1.285 2.040 -3.638
H: 0.141 0.506 -5.271
H: -0.931 -1.696 -5.754
H: -1.255 -3.314 -3.872
H: -0.485 -2.652 -1.597
C: 3.976 -0.842 -0.995
C: 3.176 -1.762 -0.143
N: 1.936 -1.578 0.281
C: 1.578 -2.686 1.003
C: 2.624 -3.555 1.036
N: 3.617 -2.952 0.307
C: 2.871 -4.902 1.612
O: 1.880 -5.457 2.267
O: 3.953 -5.417 1.438
C: 0.215 -2.764 1.592
O: -0.080 -3.766 2.262
O: -0.529 -1.773 1.336
H: 3.309 -0.241 -1.608
H: 4.649 -1.406 -1.641
H: 4.561 -0.158 -0.381
H: 4.516 -3.385 0.155
H: 1.067 -4.848 2.295
S: -1.496 3.372 -0.801
P: -2.845 1.965 -0.735
S: -2.206 0.037 -0.376
C: -3.814 1.811 -2.273
C: -3.428 0.924 -3.273
C: -4.151 0.845 -4.457
C: -5.266 1.649 -4.646
C: -5.649 2.545 -3.657
C: -4.926 2.628 -2.475
C: -4.118 2.316 0.525
C: -5.049 1.338 0.876
C: -6.027 1.614 1.817
C: -6.089 2.871 2.410
C: -5.169 3.849 2.061
C: -4.182 3.572 1.119
H: -2.564 0.289 -3.120
H: -3.846 0.150 -5.229
H: -5.841 1.574 -5.562
H: -6.514 3.179 -3.804
H: -5.224 3.334 -1.710
H: -4.990 0.353 0.425
H: -6.739 0.847 2.096
H: -6.853 3.083 3.148
H: -5.214 4.826 2.524
H: -3.448 4.320 0.844
C: 0.463 0.500 3.527
N: -0.496 1.028 2.515
C: -1.852 0.519 2.893
N: -2.225 0.926 4.246
C: -1.231 0.410 5.185
N: 0.115 0.912 4.883
C: 0.084 2.379 4.921
N: -0.890 2.941 3.979
C: -0.529 2.509 2.629
C: -2.211 2.390 4.307
H: 1.457 0.876 3.292
H: 0.454 -0.588 3.466
H: -1.850 -0.564 2.806
H: -2.572 0.933 2.196
H: -1.220 -0.679 5.130
H: -1.504 0.712 6.198
H: 1.077 2.758 4.674
H: -0.176 2.701 5.931
H: 0.456 2.896 2.374
H: -1.259 2.891 1.913
H: -2.946 2.783 3.603
H: -2.483 2.707 5.316

---

> Look up the spin multiplicity of the first one.

1

---

> Which value of spin multiplicity does entry 3 give?

2

---

> Number 3 is which compound?

C10H9N3O6Re